No. 1
# C34H49AsIIrN5O4Si3

A structure of composition C34H49AsIIrN5O4Si3 (the ωB97M-V functional and the def2-TZVPD basis, OMol25).

Each line ends with the Mulliken charge.
Cartesian coordinates (Å):
Ir  0.15  0.78  -0.88  1.853
C  -1.36  -1.36  -2.15  -1.084
N  -0.01  -1.18  -1.55  0.825
C  1.14  -1.45  -2.43  -1.402
C  2.31  -0.72  -1.86  0.244
N  2.17  0.32  -1.05  0.748
C  3.45  0.81  -0.80  0.050
C  3.90  1.87  -0.02  -0.314
C  5.26  2.08  0.03  -1.026
C  6.17  1.27  -0.66  -0.540
C  5.74  0.20  -1.43  -1.271
C  4.36  0.00  -1.48  0.486
N  3.61  -0.96  -2.14  0.090
C  -2.30  -0.37  -1.53  -0.193
N  -1.89  0.67  -0.84  1.153
C  -3.00  1.42  -0.51  -0.467
C  -3.13  2.60  0.22  -0.359
C  -4.41  3.07  0.42  -0.802
C  -5.54  2.40  -0.08  -0.568
C  -5.42  1.24  -0.81  -1.190
C  -4.13  0.76  -1.02  0.727
N  -3.65  -0.36  -1.67  0.258
H  -1.71  -2.38  -2.00  0.616
H  -1.29  -1.16  -3.22  0.238
H  0.04  -1.77  -0.71  -1.024
H  0.92  -1.05  -3.42  0.194
H  1.33  -2.52  -2.53  0.665
H  3.21  2.48  0.53  0.492
H  5.64  2.90  0.62  0.478
H  7.23  1.47  -0.59  0.430
H  6.43  -0.43  -1.96  0.465
H  3.95  -1.70  -2.72  0.226
H  -2.26  3.12  0.60  0.545
H  -4.55  3.99  0.98  0.468
H  -6.52  2.81  0.10  0.419
H  -6.29  0.72  -1.20  0.467
H  -4.20  -1.07  -2.13  0.236
C  -2.55  -3.03  3.99  -0.986
Si  -2.45  -1.98  2.44  0.207
C  -3.50  -0.44  2.68  -0.639
C  -3.14  -2.99  1.01  -0.971
As  -0.28  -1.27  1.83  0.519
Si  0.93  -3.29  1.69  0.337
C  0.44  -4.12  0.05  -0.988
C  0.66  -4.55  3.04  -1.046
C  2.75  -2.84  1.56  -0.918
Si  0.59  -0.21  3.78  0.812
C  0.35  -1.21  5.35  -1.241
C  -0.38  1.38  3.98  -0.742
C  2.43  0.03  3.55  -0.941
H  -3.61  -3.23  4.19  0.369
H  -2.15  -2.52  4.86  0.223
H  -2.04  -3.98  3.88  0.265
H  -4.54  -0.73  2.85  0.446
H  -3.47  0.22  1.81  -0.073
H  -3.17  0.13  3.55  0.305
H  -4.21  -3.15  1.17  0.447
H  -2.67  -3.97  0.95  0.355
H  -3.02  -2.48  0.06  0.162
H  -0.62  -4.02  -0.19  0.131
H  0.65  -5.19  0.13  0.496
H  1.04  -3.75  -0.79  0.198
H  -0.29  -5.07  2.91  0.307
H  0.67  -4.11  4.04  0.243
H  1.46  -5.29  2.99  0.381
H  2.91  -2.00  0.87  0.011
H  3.31  -3.70  1.20  0.453
H  3.16  -2.55  2.53  0.301
H  -0.69  -1.23  5.68  0.295
H  0.94  -0.73  6.13  0.371
H  0.70  -2.24  5.26  0.233
H  -1.25  1.22  4.62  0.373
H  -0.72  1.79  3.03  -0.131
H  0.25  2.14  4.46  0.429
H  2.98  -0.80  4.00  0.357
H  2.74  0.95  4.07  0.473
H  2.73  0.13  2.51  -0.032
C  0.96  4.10  1.46  -1.499
C  0.71  2.77  0.83  0.663
O  1.05  1.69  1.35  -0.473
O  0.14  2.76  -0.33  -0.837
H  1.27  3.98  2.49  0.290
H  0.07  4.72  1.40  0.392
H  1.74  4.61  0.90  0.359
I  -0.84  3.50  -9.39  0.107
C  -0.33  2.99  -7.43  -0.098
C  0.92  3.35  -6.93  -0.569
C  1.25  3.01  -5.63  -0.518
C  0.36  2.31  -4.83  0.161
C  -0.89  1.96  -5.34  -0.164
C  -1.23  2.29  -6.64  -0.663
C  0.78  1.96  -3.44  0.259
O  1.86  2.26  -2.99  -0.636
O  -0.14  1.25  -2.80  -0.349
H  1.61  3.90  -7.55  0.403
H  2.21  3.28  -5.22  0.504
H  -1.60  1.43  -4.72  0.345
H  -2.20  2.02  -7.04  0.398

Results
Orbital gap, eV: 8.203
Total charge: +1
Energy above the lowest of the compared OMol25 structures with the same formula, charge and spin, eV: 0.923

=====

No. 2
# C34H49N2P2Pt

A structure of composition C34H49N2P2Pt (the ωB97M-V functional and the def2-TZVPD basis, OMol25).

Each line ends with the Mulliken charge.
Cartesian coordinates (Å):
Pt  -0.24  -0.31  0.31  1.036
C  -1.59  -4.37  -2.01  -1.832
C  -1.71  -3.20  -1.03  0.772
C  -2.62  -2.13  -1.63  -1.093
P  -0.13  -2.43  -0.45  -0.650
C  0.55  -3.57  0.82  0.864
C  2.01  -3.19  1.09  -1.576
C  0.40  -5.07  0.62  -1.571
C  1.00  -2.24  -1.84  -0.037
C  1.40  -3.29  -2.67  -0.498
C  2.20  -3.12  -3.79  0.507
C  2.58  -4.27  -4.68  -1.659
C  2.58  -1.80  -4.08  -0.962
C  2.24  -0.74  -3.27  -1.004
C  1.50  -0.93  -2.08  0.957
N  1.18  0.08  -1.20  0.024
C  1.92  1.24  -1.05  -0.320
C  3.25  1.42  -1.46  -0.730
C  3.93  2.60  -1.21  -1.007
C  3.34  3.66  -0.54  0.583
C  4.09  4.94  -0.25  -1.523
C  2.03  3.49  -0.11  0.168
C  1.32  2.31  -0.34  -0.682
P  -0.35  1.96  0.29  0.056
C  -1.49  2.71  -0.98  0.686
C  -1.88  1.71  -2.07  -1.280
C  -0.93  3.97  -1.62  -1.755
C  -0.68  2.93  1.82  2.395
C  -0.95  4.43  1.73  -1.638
C  0.40  2.61  2.86  -1.619
H  -2.58  -4.79  -2.19  0.454
H  -0.94  -5.17  -1.65  0.311
H  -1.20  -4.02  -2.97  0.402
H  -2.16  -3.54  -0.09  0.550
H  -2.18  -1.70  -2.53  0.225
H  -2.80  -1.34  -0.91  -0.392
H  -3.58  -2.58  -1.91  0.640
H  -0.05  -3.24  1.67  0.360
H  2.65  -3.44  0.24  0.285
H  2.38  -3.73  1.96  0.500
H  2.10  -2.12  1.28  0.216
H  0.98  -5.44  -0.23  0.227
H  -0.64  -5.37  0.48  0.368
H  0.76  -5.59  1.51  0.471
H  1.06  -4.30  -2.43  0.258
H  2.48  -5.22  -4.16  0.358
H  3.62  -4.18  -5.01  0.386
H  1.95  -4.31  -5.57  0.297
H  3.15  -1.61  -4.98  0.362
H  2.54  0.25  -3.56  0.731
H  3.79  0.61  -1.93  0.676
H  4.97  2.68  -1.53  0.318
H  5.01  4.99  -0.83  0.370
H  4.35  5.01  0.81  0.290
H  3.49  5.82  -0.50  0.351
H  1.55  4.29  0.43  0.225
H  -2.40  2.97  -0.42  0.650
H  -1.00  1.39  -2.63  0.187
H  -2.58  2.17  -2.77  0.482
H  -2.34  0.82  -1.65  0.113
H  -0.07  3.72  -2.26  0.342
H  -0.59  4.71  -0.89  0.333
H  -1.69  4.44  -2.25  0.471
H  -1.60  2.44  2.17  -0.892
H  -0.08  5.00  1.42  0.188
H  -1.25  4.79  2.72  0.483
H  -1.77  4.67  1.04  0.391
H  1.35  3.10  2.61  0.339
H  0.57  1.54  2.93  0.210
H  0.08  2.96  3.84  0.489
C  -3.82  0.17  1.07  -0.819
C  -3.19  0.40  2.41  1.401
C  -3.85  1.15  3.36  -0.539
C  -3.34  1.33  4.64  -0.920
C  -2.13  0.71  4.96  -0.518
C  -1.43  -0.04  4.03  1.451
C  -0.12  -0.67  4.41  -1.667
C  -1.92  -0.23  2.70  -1.134
N  -1.26  -1.03  1.83  -0.127
H  -4.79  0.66  1.01  0.380
H  -3.93  -0.90  0.89  0.236
H  -3.18  0.53  0.26  -0.373
H  -4.81  1.59  3.11  0.330
H  -3.87  1.92  5.38  0.341
H  -1.71  0.84  5.95  0.363
H  0.37  -0.11  5.21  0.396
H  0.53  -0.72  3.54  0.212
H  -0.25  -1.70  4.76  0.354

Results
Orbital gap, eV: 5.142
Total charge: -1
Energy above the lowest of the compared OMol25 structures with the same formula, charge and spin, eV: 0.006

=====

No. 3
# C34H49N3O4

A cluster of 3 separate species, C34H49N3O4 in total in a non-equilibrium geometry (the ωB97M-V functional and the def2-TZVPD basis, OMol25).

Each line ends with the Mulliken charge.
Cartesian coordinates (Å):
C  4.44  0.81  -1.77  -0.925
N  3.54  1.61  -2.60  -0.351
C  2.38  2.11  -1.88  -0.736
C  1.25  1.10  -1.66  0.957
C  1.37  -0.22  -2.00  -0.339
C  0.33  -1.12  -1.84  -1.635
C  -0.83  -0.65  -1.32  1.396
C  -0.98  0.67  -0.95  0.392
C  0.06  1.54  -1.12  -0.370
C  -2.32  1.07  -0.40  -0.148
O  -2.45  1.82  0.55  -0.497
C  -3.48  0.43  -1.12  0.529
C  -4.63  1.12  -1.40  -0.802
C  -5.62  0.47  -2.10  -0.537
C  -5.47  -0.82  -2.51  -0.600
C  -4.33  -1.53  -2.20  -0.622
C  -3.34  -0.88  -1.51  0.370
C  -2.03  -1.55  -1.15  -0.271
O  -1.94  -2.69  -0.73  -0.520
H  5.08  1.44  -1.15  0.291
H  3.91  0.11  -1.11  0.346
H  5.06  0.20  -2.44  0.352
H  3.27  1.13  -3.44  0.350
H  2.01  3.02  -2.35  0.405
H  2.74  2.40  -0.88  0.200
H  2.28  -0.58  -2.45  0.297
H  0.45  -2.15  -2.14  0.372
H  -0.03  2.59  -0.86  0.220
H  -4.75  2.16  -1.10  0.507
H  -6.54  0.98  -2.37  0.381
H  -6.23  -1.34  -3.09  0.395
H  -4.14  -2.55  -2.50  0.474
C  1.48  4.99  1.08  -1.498
C  0.98  6.43  1.35  2.186
C  1.10  6.77  2.84  -1.568
C  0.06  6.08  3.71  -0.422
C  -1.35  6.37  3.18  -1.419
C  -1.50  6.00  1.70  2.097
N  -0.42  6.59  0.86  0.522
O  -0.67  7.86  0.71  -0.637
C  -1.51  4.46  1.57  -2.043
C  -2.88  6.42  1.21  -1.989
C  1.96  7.33  0.58  -2.024
H  1.71  4.44  1.99  0.300
H  0.76  4.40  0.50  -0.089
H  2.39  4.98  0.47  0.587
H  1.01  7.86  2.97  0.404
H  2.10  6.51  3.19  0.374
H  0.24  5.01  3.75  0.290
H  0.14  6.45  4.73  0.418
H  -2.08  5.82  3.77  0.352
H  -1.57  7.43  3.32  0.379
H  -1.52  4.15  0.53  0.298
H  -2.40  4.04  2.04  0.615
H  -0.67  3.98  2.06  0.315
H  -3.07  7.49  1.35  0.435
H  -3.66  5.89  1.76  0.408
H  -3.01  6.19  0.15  0.396
H  1.90  7.14  -0.50  0.451
H  2.98  7.12  0.90  0.457
H  1.78  8.39  0.75  0.406
C  0.29  -6.80  2.05  -1.864
C  0.09  -5.84  0.84  2.266
C  -0.86  -6.46  -0.19  -1.318
C  -0.23  -7.60  -0.99  -0.519
C  1.08  -7.13  -1.63  -1.262
C  2.06  -6.54  -0.62  1.805
N  1.41  -5.49  0.24  0.122
O  1.28  -4.41  -0.47  -0.395
C  2.62  -7.68  0.25  -1.862
C  3.28  -5.98  -1.34  -1.869
C  -0.61  -4.61  1.43  -1.531
H  -0.18  -7.77  1.89  0.338
H  1.34  -6.95  2.29  0.342
H  -0.14  -6.38  2.96  0.498
H  -1.20  -5.69  -0.89  0.189
H  -1.75  -6.83  0.32  0.431
H  -0.05  -8.47  -0.35  0.292
H  -0.92  -7.93  -1.77  0.408
H  1.55  -7.97  -2.15  0.392
H  0.85  -6.39  -2.40  0.341
H  3.25  -7.29  1.05  0.381
H  3.24  -8.34  -0.36  0.435
H  1.85  -8.32  0.69  0.378
H  3.01  -5.23  -2.09  0.328
H  3.80  -6.78  -1.87  0.426
H  3.98  -5.53  -0.64  0.451
H  0.03  -4.11  2.16  0.496
H  -1.52  -4.91  1.94  0.488
H  -0.89  -3.89  0.67  -0.069

Results
Orbital gap (alpha / beta), eV: 8.099 / 8.597
2S+1: 3